Record 1
Entry from OMol25: C32H49BrClMoO2P as an isolated structure in a non-equilibrium geometry (the ωB97M-V functional and the def2-TZVPD basis).

The geometry in XYZ format:
```
87
Properties=species:S:1:pos:R:3:lowdin_charge:R:1
Mo 1.61 0.76 -0.34 0.999
Cl 3.19 -1.05 -0.65 -0.045
P -0.35 -1.01 0.15 1.106
C 3.76 1.97 0.69 0.040
H 3.25 2.24 1.60 0.024
H 4.83 1.76 0.71 0.093
C -2.19 -0.60 -0.17 -0.377
C -0.17 -1.64 1.93 -0.420
C -2.81 0.36 0.85 -0.213
H -2.13 -0.05 -1.12 0.099
C -4.17 0.85 0.35 -0.188
H -2.91 -0.14 1.83 0.104
H -2.18 1.25 0.97 0.079
C -5.11 -0.32 0.05 -0.207
H -4.60 1.53 1.08 0.116
H -3.98 1.43 -0.57 0.121
C -4.48 -1.34 -0.89 -0.195
H -5.34 -0.82 1.00 0.113
H -6.04 0.04 -0.38 0.105
C -3.12 -1.82 -0.35 -0.209
H -5.13 -2.22 -1.03 0.112
H -4.31 -0.87 -1.87 0.118
H -3.24 -2.34 0.62 0.111
H -2.71 -2.54 -1.07 0.071
C 0.03 -2.53 -0.92 -0.429
C -1.31 -2.51 2.53 -0.205
H 0.75 -2.25 1.86 0.114
C -0.82 -3.13 3.85 -0.197
H -2.20 -1.87 2.71 0.106
H -1.65 -3.32 1.87 0.085
C -0.42 -2.05 4.85 -0.204
H -1.60 -3.78 4.26 0.112
H 0.05 -3.76 3.64 0.115
C 0.60 -1.07 4.26 -0.193
H -1.32 -1.49 5.15 0.115
H -0.02 -2.52 5.76 0.109
C 0.16 -0.51 2.90 -0.267
H 0.80 -0.25 4.96 0.108
H 1.55 -1.60 4.11 0.115
H -0.74 0.11 3.03 0.109
H 0.94 0.16 2.50 0.034
C -0.42 -2.44 -2.39 -0.206
H 1.14 -2.47 -0.92 0.021
C 0.18 -3.61 -3.18 -0.188
H -1.52 -2.48 -2.47 0.103
H -0.12 -1.46 -2.80 0.081
C -0.19 -4.96 -2.57 -0.202
H -0.16 -3.56 -4.22 0.110
H 1.27 -3.49 -3.16 0.116
C 0.17 -5.04 -1.08 -0.199
H -1.27 -5.13 -2.68 0.115
H 0.33 -5.77 -3.10 0.106
C -0.43 -3.87 -0.31 -0.218
H -0.18 -5.98 -0.63 0.114
H 1.26 -4.98 -0.96 0.119
H -1.53 -3.94 -0.33 0.104
H -0.12 -3.99 0.74 0.094
C 0.41 0.80 -1.92 -0.287
C 3.17 2.25 -0.56 -0.378
H -0.52 0.51 -2.41 0.049
C 4.07 2.25 -1.79 -0.218
H 2.24 2.89 -0.63 0.097
C 3.29 2.71 -3.04 -0.206
H 4.98 2.87 -1.71 0.121
H 4.48 1.23 -1.91 0.091
C 2.20 1.70 -3.46 -0.196
H 2.86 3.72 -2.88 0.111
H 3.99 2.84 -3.89 0.111
C 0.80 1.92 -2.78 -0.292
H 2.13 1.75 -4.56 0.106
H 2.56 0.68 -3.26 0.087
H 0.76 2.91 -2.30 0.086
H 0.13 2.13 -3.64 0.115
Br 0.90 2.93 3.07 0.846
C 1.35 4.20 1.71 -0.587
C 2.45 5.04 1.90 -0.141
C 2.80 5.94 0.93 -0.096
C 2.08 6.01 -0.25 -0.086
C 1.00 5.18 -0.48 -0.050
C 0.60 4.30 0.53 -0.219
C -0.67 3.50 0.42 -0.643
O -1.75 4.09 0.20 0.032
O -0.49 2.22 0.52 -0.199
H 3.04 4.94 2.84 0.113
H 3.67 6.62 1.09 0.116
H 2.28 6.78 -1.04 0.120
H 0.30 5.22 -1.35 0.143
```

Output
* spin multiplicity: 3
* HOMO-LUMO gap (spin up / spin down): 6.863 / 6.802 eV



Record 2
Entry from OMol25: C32H49ClCoNO3PS as an isolated structure in a non-equilibrium geometry (the ωB97M-V functional and the def2-TZVPD basis).

The geometry in XYZ format:
```
89
Properties=species:S:1:pos:R:3:lowdin_charge:R:1
Co 0.79 0.90 0.98 0.172
Cl 1.35 2.04 2.78 0.101
P -0.75 -0.34 -0.35 1.121
C 1.86 0.48 -0.95 -0.137
H 2.08 0.65 -2.01 -0.010
H 2.42 -0.44 -0.67 -0.007
C -2.00 -0.48 1.04 -0.416
C -0.15 -2.06 -0.70 -0.402
C -3.41 -0.94 0.65 -0.219
H -1.54 -1.25 1.69 0.124
C -4.28 -1.14 1.90 -0.198
H -3.88 -0.18 0.01 0.095
H -3.39 -1.88 0.08 0.089
C -4.34 0.11 2.79 -0.210
H -5.30 -1.42 1.60 0.104
H -3.87 -1.97 2.49 0.115
C -2.94 0.67 3.10 -0.188
H -4.92 0.89 2.28 0.108
H -4.86 -0.12 3.73 0.102
C -2.09 0.83 1.84 -0.229
H -3.02 1.63 3.62 0.112
H -2.42 -0.02 3.78 0.123
H -2.52 1.62 1.20 0.112
H -1.08 1.16 2.15 0.033
C -1.64 0.21 -1.92 -0.387
C 0.53 -2.14 -2.07 -0.218
H 0.64 -2.19 0.06 0.104
C 1.24 -3.48 -2.27 -0.191
H -0.21 -2.00 -2.87 0.098
H 1.25 -1.32 -2.16 0.066
C 0.30 -4.67 -2.03 -0.209
H 1.66 -3.53 -3.28 0.107
H 2.08 -3.54 -1.55 0.118
C -0.47 -4.57 -0.70 -0.192
H -0.42 -4.73 -2.86 0.108
H 0.88 -5.60 -2.05 0.102
C -1.15 -3.20 -0.51 -0.203
H -1.23 -5.36 -0.65 0.106
H 0.23 -4.72 0.13 0.120
H -1.98 -3.10 -1.23 0.095
H -1.60 -3.16 0.49 0.105
C -2.41 1.52 -1.76 -0.210
H -0.80 0.38 -2.61 0.106
C -2.89 2.07 -3.11 -0.193
H -3.27 1.38 -1.09 0.103
H -1.77 2.28 -1.29 0.074
C -3.74 1.05 -3.88 -0.210
H -3.47 2.99 -2.94 0.109
H -2.01 2.34 -3.71 0.114
C -3.07 -0.33 -3.95 -0.196
H -4.72 0.95 -3.39 0.110
H -3.93 1.42 -4.89 0.102
C -2.57 -0.83 -2.58 -0.209
H -3.78 -1.07 -4.36 0.106
H -2.22 -0.28 -4.64 0.113
H -3.44 -1.02 -1.93 0.100
H -2.07 -1.79 -2.72 0.078
C 0.33 3.05 -0.15 -0.212
C 1.07 2.47 -1.23 -0.218
H -0.70 2.76 0.08 0.052
C 2.37 3.14 -1.62 -0.209
H 0.51 1.96 -2.03 0.083
C 2.99 3.92 -0.45 -0.198
H 3.11 2.41 -1.99 0.095
H 2.20 3.86 -2.45 0.119
C 2.02 4.97 0.11 -0.208
H 3.27 3.22 0.36 0.100
H 3.91 4.42 -0.77 0.102
C 0.69 4.34 0.54 -0.259
H 2.48 5.51 0.95 0.104
H 1.83 5.72 -0.66 0.101
H 0.71 4.19 1.63 0.032
H -0.09 5.11 0.41 0.102
O 3.65 -3.77 4.14 -0.311
S 3.13 -2.45 4.31 0.615
O 2.77 -1.99 5.64 -0.321
N 1.93 -2.16 3.24 -0.029
C 2.21 -1.20 2.37 -0.476
O 1.32 -0.80 1.54 -0.211
C 3.59 -0.67 2.46 -0.133
C 4.30 0.25 1.68 -0.020
C 5.61 0.59 2.05 -0.064
C 6.21 -0.03 3.18 -0.080
C 5.50 -0.97 3.92 -0.060
C 4.21 -1.26 3.55 -0.225
H 3.82 0.66 0.78 0.085
H 6.16 1.32 1.47 0.097
H 7.23 0.24 3.44 0.097
H 5.95 -1.48 4.80 0.128
```

Output
* net charge: -1
* spin multiplicity: 5
* HOMO-LUMO gap (spin up / spin down): 6.424 / 7.003 eV



Record 3
Entry from OMol25: C32H50BCl4N6O8Sn as an isolated structure in a non-equilibrium geometry (the ωB97M-V functional and the def2-TZVPD basis).

The geometry in XYZ format:
```
102
Properties=species:S:1:pos:R:3:lowdin_charge:R:1
Sn 21.82 -16.62 15.26 1.615
O 27.94 -20.16 10.57 0.193
C 26.89 -20.47 11.04 -0.348
O 26.54 -20.27 12.33 0.207
B 25.18 -20.75 12.53 -0.924
O 24.78 -21.40 11.28 0.236
C 25.74 -21.31 10.40 -0.363
O 25.69 -21.68 9.26 0.122
O 24.20 -19.66 12.84 0.214
C 23.65 -19.86 14.01 -0.366
O 22.83 -19.20 14.59 -0.066
C 24.22 -21.20 14.57 -0.369
O 25.05 -21.67 13.67 0.218
O 23.85 -21.76 15.56 0.151
C 27.88 -18.11 7.09 -0.096
C 27.04 -19.38 7.28 -0.245
C 27.88 -20.67 7.13 -0.185
C 29.10 -20.78 7.92 -0.249
N 30.10 -20.88 8.48 0.169
H 28.34 -18.01 6.11 0.082
H 28.62 -17.99 7.88 0.080
H 27.26 -17.22 7.25 0.059
H 26.21 -19.47 6.58 0.109
H 26.59 -19.35 8.27 0.056
H 28.17 -20.89 6.10 0.127
H 27.28 -21.53 7.42 0.079
C 24.51 -18.01 9.31 -0.080
C 25.70 -17.15 9.79 -0.215
C 25.73 -16.94 11.31 -0.141
C 24.41 -16.79 11.93 -0.194
N 23.35 -16.65 12.35 0.139
H 24.62 -18.17 8.24 0.066
H 23.55 -17.63 9.66 0.071
H 24.65 -18.94 9.88 0.060
H 25.62 -16.15 9.35 0.116
H 26.67 -17.56 9.51 0.091
H 26.39 -16.13 11.60 0.134
H 26.19 -17.81 11.79 0.114
C 18.95 -23.07 15.56 -0.089
C 20.41 -22.99 16.06 -0.256
C 20.76 -21.73 16.84 -0.161
C 20.32 -20.43 16.26 -0.185
N 19.99 -19.44 15.78 0.125
H 18.80 -24.02 15.06 0.076
H 18.64 -22.21 14.97 0.052
H 18.32 -22.97 16.45 0.081
H 21.07 -23.18 15.21 0.074
H 20.59 -23.84 16.71 0.118
H 21.83 -21.65 17.03 0.105
H 20.21 -21.76 17.79 0.128
C 29.20 -22.78 15.59 -0.089
C 28.26 -22.40 14.42 -0.266
C 28.55 -23.17 13.14 -0.235
C 29.71 -22.68 12.40 -0.259
N 30.64 -22.32 11.83 0.166
H 30.25 -22.76 15.29 0.074
H 29.08 -23.82 15.91 0.071
H 29.08 -22.17 16.48 0.066
H 28.27 -21.33 14.23 0.108
H 27.24 -22.68 14.67 0.048
H 27.66 -23.02 12.52 0.077
H 28.72 -24.24 13.32 0.114
C 19.51 -21.66 12.17 -0.089
C 20.98 -21.42 11.83 -0.241
C 21.24 -20.02 11.28 -0.152
C 20.75 -18.96 12.20 -0.194
N 20.34 -18.14 12.87 0.130
H 19.18 -20.97 12.95 0.061
H 19.27 -22.71 12.34 0.078
H 18.95 -21.44 11.25 0.085
H 21.36 -22.14 11.11 0.117
H 21.51 -21.65 12.76 0.101
H 20.90 -19.88 10.26 0.133
H 22.31 -19.90 11.07 0.103
C 27.03 -27.58 10.40 -0.102
C 26.02 -26.46 10.21 -0.239
C 26.58 -25.40 9.20 -0.165
C 27.85 -24.77 9.60 -0.224
N 28.85 -24.27 9.82 0.188
H 27.22 -28.09 9.46 0.080
H 26.62 -28.37 11.03 0.072
H 27.93 -27.27 10.94 0.078
H 25.79 -25.94 11.14 0.055
H 25.04 -26.82 9.89 0.105
H 25.89 -24.61 8.92 0.076
H 26.99 -25.92 8.32 0.125
Cl 21.58 -25.80 13.65 0.571
C 23.20 -25.28 13.13 -0.654
C 24.06 -24.99 14.36 -0.621
Cl 25.76 -24.79 13.83 0.679
H 23.05 -24.40 12.51 0.057
H 23.60 -26.05 12.47 0.057
H 24.00 -25.81 15.07 0.071
H 23.69 -24.14 14.94 0.049
Cl 22.93 -20.78 7.40 0.560
C 23.42 -22.45 7.82 -0.636
C 24.59 -22.91 6.96 -0.671
Cl 24.12 -23.35 5.29 0.570
H 22.54 -23.08 7.80 0.072
H 23.70 -22.36 8.86 0.031
H 25.12 -23.72 7.46 0.045
H 25.31 -22.10 6.95 0.031
```

Output
* net charge: +1
* HOMO-LUMO gap: 4.068 eV



Record 4
Entry from OMol25: a 2-piece molecular cluster, C32H50ClF3N3O8P2 overall in a non-equilibrium geometry (the ωB97M-V functional and the def2-TZVPD basis).

The geometry in XYZ format:
```
99
Properties=species:S:1:pos:R:3:lowdin_charge:R:1
C 2.92 0.75 0.67 0.159
C 1.76 0.82 0.07 -0.036
C 0.31 0.71 -0.61 -0.146
C -0.13 -0.74 -1.13 -0.109
C 1.01 -1.60 -1.87 -0.300
O 2.20 -1.81 -1.49 0.078
N 0.63 -2.28 -3.17 0.112
C 1.84 -2.99 -3.72 -0.301
O 2.75 -2.39 -4.38 0.113
F 2.01 -4.41 -3.56 0.048
C -1.04 -1.62 -0.06 -0.402
C -0.14 -2.09 1.20 -0.143
C 0.76 -3.40 1.03 -0.158
F 1.94 -3.19 1.90 -0.114
P -1.56 -3.27 -0.93 0.958
P -2.40 -4.71 0.46 0.466
O -3.92 -4.89 0.19 -0.360
O -2.23 -4.37 2.13 -0.237
O -1.72 -6.30 0.22 -0.212
C -2.28 -0.64 0.31 -0.292
C -3.36 -1.39 1.30 -0.095
C -4.61 -0.47 1.74 -0.227
C -5.89 -0.54 0.71 -0.548
Cl -7.37 -0.04 1.67 0.505
O -3.08 -0.12 -0.75 -0.034
C -3.62 -0.87 -1.77 -0.369
O -4.40 -1.90 -1.73 0.052
C -3.30 -0.39 -3.30 -0.077
C -3.81 1.09 -3.63 -0.012
C -3.53 1.72 -5.06 -0.042
C -2.75 0.80 -6.09 -0.061
C -2.25 -0.66 -5.78 -0.046
C -2.53 -1.28 -4.35 -0.026
C -1.67 0.74 1.02 -0.103
C -1.35 0.65 2.57 -0.241
C 0.11 1.01 3.14 -0.073
C -2.35 1.57 3.52 -0.172
C -3.07 0.66 4.69 -0.229
C -2.08 0.31 5.92 -0.125
N -0.78 1.51 0.09 0.018
C -0.36 2.89 0.51 -0.222
C -1.52 3.84 1.08 0.003
F 0.13 3.60 -0.70 -0.036
H 4.03 0.71 0.96 0.088
H 0.47 1.29 -1.62 0.186
H -0.90 -0.51 -1.99 0.141
H 0.47 -1.47 -3.82 0.140
H -0.76 -2.23 2.18 0.120
H 0.59 -1.22 1.44 0.103
H 1.19 -3.62 0.00 0.097
H 0.29 -4.38 1.45 0.110
H -0.38 -3.94 -1.46 -0.027
H -1.71 -5.07 2.61 0.090
H -1.29 -6.54 1.08 0.062
H -2.88 -1.86 2.23 0.101
H -3.83 -2.29 0.72 0.108
H -4.40 0.63 1.96 0.094
H -5.02 -0.93 2.73 0.114
H -5.73 0.16 -0.18 0.078
H -6.05 -1.64 0.37 0.101
H -4.35 1.72 -2.81 0.100
H -3.85 2.81 -5.34 0.102
H -2.50 1.24 -7.13 0.098
H -1.66 -1.32 -6.52 0.097
H -2.19 -2.32 -4.00 0.086
H -2.65 1.39 1.01 0.144
H -1.52 -0.42 3.03 0.122
H 0.10 0.66 4.25 0.093
H 1.00 0.47 2.67 0.057
H 0.27 2.17 3.23 0.092
H -3.13 2.16 2.93 0.095
H -1.73 2.35 4.12 0.112
H -3.44 -0.34 4.26 0.089
H -3.91 1.32 5.11 0.121
H -2.63 0.15 6.93 0.092
H -1.26 1.13 5.99 0.074
H -1.51 -0.66 5.62 0.079
H -1.41 1.75 -0.72 0.204
H 0.52 2.95 1.24 0.158
H -1.36 4.92 0.66 0.123
H -1.48 3.87 2.22 0.090
H -2.58 3.54 0.70 0.109
C 8.74 1.35 -1.61 -0.073
C 8.56 2.52 -0.64 -0.429
C 7.19 2.52 0.07 -0.205
O 6.10 2.96 -0.74 -0.199
C 5.59 1.97 -1.62 -0.118
N 8.79 3.78 -1.36 0.039
H 8.21 1.50 -2.56 0.065
H 9.80 1.23 -1.86 0.081
H 8.39 0.41 -1.17 0.078
H 9.33 2.41 0.13 0.137
H 7.24 3.23 0.90 0.121
H 6.96 1.54 0.52 0.112
H 5.62 0.96 -1.18 0.083
H 6.13 1.99 -2.57 0.077
H 4.54 2.21 -1.84 0.079
H 8.77 4.54 -0.69 0.074
H 7.98 3.95 -1.95 0.071
```

Output
* net charge: +1
* HOMO-LUMO gap: 7.779 eV



Record 5
Entry from OMol25: a 7-piece molecular cluster, C32H50F2O10 overall in a non-equilibrium geometry (the ωB97M-V functional and the def2-TZVPD basis).

The geometry in XYZ format:
```
94
Properties=species:S:1:pos:R:3:lowdin_charge:R:1
C -2.59 4.83 -2.26 -0.039
C -3.99 4.75 -2.86 -0.212
O -4.85 3.83 -2.21 0.020
C -4.91 2.61 -2.68 -0.596
C -5.84 1.69 -1.92 0.017
O -4.23 2.14 -3.55 0.094
H -2.21 5.72 -2.83 0.100
H -1.94 4.02 -2.43 0.045
H -2.61 5.11 -1.24 0.068
H -4.51 5.65 -2.71 0.109
H -3.90 4.61 -3.89 0.104
H -5.32 1.47 -0.95 0.096
H -6.09 0.75 -2.46 0.095
H -6.73 2.29 -1.64 0.093
C 0.71 -4.59 1.36 -0.090
C 1.45 -3.87 0.28 -0.201
O 2.90 -4.15 0.40 -0.062
C 3.58 -3.75 1.57 -0.484
C 4.91 -4.43 1.70 0.021
O 3.03 -3.00 2.36 0.086
H -0.32 -4.43 1.13 0.053
H 0.85 -4.12 2.35 0.083
H 0.95 -5.65 1.40 0.091
H 1.16 -4.34 -0.68 0.119
H 1.13 -2.82 0.42 0.112
H 5.43 -4.01 2.60 0.112
H 5.54 -4.11 0.88 0.082
H 4.75 -5.47 1.67 0.072
C 2.77 -4.56 -3.25 -0.056
C 2.43 -3.06 -3.60 -0.182
O 3.69 -2.46 -4.01 -0.040
C 3.81 -1.12 -3.70 -0.503
C 5.23 -0.69 -3.91 0.024
O 2.93 -0.43 -3.24 0.077
H 3.26 -5.08 -4.05 0.055
H 1.81 -5.12 -3.04 0.087
H 3.44 -4.70 -2.37 0.072
H 1.74 -3.04 -4.44 0.118
H 2.04 -2.41 -2.85 0.081
H 5.59 -0.04 -3.11 0.097
H 5.24 -0.16 -4.82 0.074
H 5.79 -1.61 -4.05 0.087
C -3.62 0.59 4.23 -0.065
C -2.67 0.39 5.40 -0.204
O -2.12 1.69 5.81 -0.041
C -1.30 1.66 6.88 -0.580
C -0.59 2.93 6.89 0.014
O -1.19 0.76 7.66 0.124
H -3.19 1.17 3.39 0.056
H -4.48 1.13 4.65 0.082
H -3.97 -0.39 3.88 0.081
H -3.21 -0.07 6.24 0.123
H -1.75 -0.18 5.20 0.122
H -1.25 3.63 6.42 0.083
H 0.30 2.87 6.27 0.102
H -0.34 3.27 7.88 0.091
C -3.33 -2.20 0.60 -0.071
C -2.13 -2.25 -0.24 -0.191
O -2.42 -1.60 -1.55 -0.022
C -1.70 -2.00 -2.63 -0.527
C -2.23 -1.46 -3.85 0.023
O -0.72 -2.76 -2.58 0.061
H -4.29 -2.23 0.15 0.065
H -3.33 -1.18 1.08 0.080
H -3.47 -2.90 1.41 0.082
H -1.26 -1.81 0.20 0.090
H -1.93 -3.34 -0.49 0.133
H -1.80 -2.05 -4.63 0.085
H -1.96 -0.45 -4.02 0.085
H -3.33 -1.50 -3.84 0.111
F -2.79 1.60 0.89 0.052
C -1.57 1.19 0.54 -0.316
C -1.29 1.30 -0.81 -0.004
C -0.11 0.75 -1.26 -0.084
C 0.79 0.17 -0.40 -0.073
C 0.46 0.13 0.97 -0.084
C -0.73 0.65 1.47 -0.017
H -2.01 1.71 -1.53 0.114
H 0.19 0.80 -2.30 0.115
H 1.68 -0.31 -0.83 0.108
H 1.21 -0.30 1.55 0.084
H -0.98 0.62 2.56 0.128
F 5.90 2.57 0.96 0.089
C 4.74 3.08 0.65 -0.333
C 4.55 3.98 -0.38 -0.018
C 3.30 4.56 -0.64 -0.080
C 2.31 4.28 0.28 -0.100
C 2.46 3.30 1.32 -0.061
C 3.71 2.73 1.49 -0.024
H 5.33 4.21 -1.07 0.101
H 3.12 5.25 -1.49 0.116
H 1.38 4.80 0.12 0.093
H 1.59 3.01 1.88 0.090
H 3.94 1.98 2.25 0.129
```

Output
* SMILES: CCOC(C)=O.CCOC(C)=O.CCOC(C)=O.CCOC(C)=O.CCOC(C)=O.Fc1ccccc1.Fc1ccccc1
* HOMO-LUMO gap: 9.632 eV